1.
{"formula": "C24H39FeN11Sb2", "method": "the ωB97M-V functional and the def2-TZVPD basis", "species": ["Fe", "C", "N", "C", "C", "N", "N", "C", "N", "N", "H", "H", "H", "H", "H", "H", "H", "H", "H", "H", "H", "C", "Sb", "C", "C", "C", "C", "C", "C", "C", "C", "C", "Sb", "C", "C", "H", "H", "H", "H", "H", "H", "H", "H", "H", "H", "H", "H", "H", "H", "H", "H", "H", "H", "H", "H", "N", "C", "N", "C", "N", "N", "C", "N", "C", "C", "C", "C", "C", "N", "H", "H", "H", "H", "H", "H", "H", "H"], "xyz": [[1.40, 0.05, 0.87], [1.67, -0.79, 6.40], [1.69, -1.30, 5.03], [1.81, -2.74, 4.82], [1.54, -0.51, 3.96], [1.45, -0.92, 2.73], [1.48, 0.85, 4.25], [1.39, 1.92, 3.40], [1.44, 3.12, 4.00], [1.27, 1.78, 2.10], [1.71, -1.64, 7.08], [0.74, -0.25, 6.62], [2.54, -0.17, 6.61], [2.09, -3.21, 5.75], [2.60, -2.96, 4.09], [0.86, -3.18, 4.49], [1.46, -1.93, 2.69], [1.59, 1.09, 5.22], [1.53, 3.22, 5.00], [1.39, 3.96, 3.47], [1.32, 2.69, 1.65], [-2.72, -0.44, 1.76], [-3.01, -1.80, 0.12], [-5.11, -1.97, 0.43], [-3.38, -0.27, -1.44], [-2.49, 0.20, -2.62], [-3.44, 0.87, -3.58], [-3.42, 2.12, -4.10], [-2.37, 3.06, -4.19], [-1.03, 2.84, -3.83], [-0.55, 1.87, -3.00], [0.91, 1.51, -2.98], [2.25, 1.63, -1.26], [2.45, 3.74, -1.09], [3.99, 1.16, -2.36], [-3.25, 0.50, 1.60], [-1.66, -0.26, 1.95], [-3.15, -0.91, 2.64], [-5.56, -0.98, 0.51], [-5.29, -2.51, 1.35], [-5.58, -2.52, -0.38], [-3.74, 0.64, -0.94], [-4.26, -0.71, -1.90], [-4.35, 0.30, -3.74], [-4.33, 2.42, -4.62], [-2.59, 3.96, -4.74], [-0.28, 3.45, -4.34], [1.42, 2.14, -3.71], [1.03, 0.48, -3.33], [2.83, 4.14, -2.03], [3.15, 3.98, -0.30], [1.48, 4.19, -0.88], [4.09, 1.83, -3.20], [3.94, 0.13, -2.72], [4.86, 1.26, -1.71], [-0.97, 1.86, -0.06], [-0.94, 0.85, -0.91], [-1.44, 1.12, -2.17], [-1.76, -0.99, -3.20], [-2.08, -1.46, -4.37], [-0.75, -1.63, -2.58], [-0.19, -1.31, -1.44], [-0.34, -0.28, -0.56], [0.89, -2.28, -1.03], [0.99, -3.54, -1.61], [2.04, -4.36, -1.24], [2.97, -3.89, -0.33], [2.80, -2.62, 0.21], [1.78, -1.84, -0.13], [-1.52, 2.67, -0.31], [-0.65, 1.76, 0.89], [-2.79, -1.01, -4.93], [-1.59, -2.26, -4.75], [0.25, -3.86, -2.33], [2.13, -5.35, -1.66], [3.82, -4.49, -0.03], [3.51, -2.22, 0.93]], "charge": 3, "lumo_ev": [-9.2, -9.2], "e_homo_ev": [-14.696, -15.788], "multiplicity": 6, "relative_energy_kcal_mol": 74.5}

---

2.
{"formula": "C38H38F6N4O5S2SiTeW", "method": "the ωB97M-V functional and the def2-TZVPD basis", "species": ["W", "C", "C", "N", "C", "C", "C", "C", "C", "C", "C", "N", "C", "C", "C", "C", "C", "C", "C", "C", "N", "C", "H", "H", "H", "H", "H", "H", "H", "H", "H", "H", "H", "H", "F", "C", "F", "F", "S", "O", "O", "N", "S", "O", "O", "C", "F", "F", "F", "C", "C", "C", "C", "C", "C", "Si", "C", "C", "C", "C", "C", "C", "H", "H", "H", "H", "H", "H", "H", "H", "H", "H", "H", "C", "Te", "C", "H", "H", "H", "H", "H", "H", "C", "C", "C", "C", "O", "H", "H", "H", "H", "H", "H", "H", "H", "H"], "xyz": [[0.41, 0.41, 0.68], [-2.97, -2.69, 0.45], [-1.46, -2.48, 0.60], [-1.50, 0.23, 0.01], [-2.37, 0.36, 1.12], [-3.58, -0.32, 1.19], [-3.89, -1.48, 0.37], [-4.51, 0.19, 2.09], [-4.24, 1.14, 3.04], [-2.92, 1.63, 3.06], [-2.00, 1.25, 2.08], [-0.66, 1.65, 1.96], [-0.10, 2.79, 2.40], [-0.76, 3.86, 3.07], [-0.04, 4.98, 3.45], [1.31, 5.10, 3.17], [2.00, 4.12, 2.38], [3.24, 4.25, 1.71], [3.64, 3.27, 0.85], [2.84, 2.16, 0.61], [1.70, 1.94, 1.24], [1.25, 2.97, 2.06], [-3.39, -3.23, 1.31], [-1.05, -2.48, 1.56], [-4.94, -1.65, 0.29], [-5.44, -0.38, 2.15], [-4.98, 1.53, 3.73], [-2.69, 2.39, 3.75], [-1.83, 3.92, 3.17], [-0.51, 5.82, 3.91], [1.89, 5.95, 3.51], [4.00, 5.04, 1.84], [4.54, 3.42, 0.30], [3.15, 1.32, -0.08], [-1.02, 4.32, -3.26], [-0.87, 3.07, -2.81], [-1.90, 2.77, -2.01], [-0.81, 2.19, -3.78], [0.69, 2.97, -1.78], [0.48, 1.61, -1.13], [0.62, 4.10, -0.94], [1.92, 2.96, -2.67], [2.43, 1.62, -3.36], [3.83, 1.26, -3.05], [0.65, -1.00, -0.77], [2.65, 2.59, -4.97], [3.69, 3.42, -4.94], [2.83, 1.66, -5.97], [1.61, 3.33, -5.32], [-2.63, -0.46, -5.11], [-3.25, -0.14, -3.87], [-2.78, -0.56, -2.67], [-1.58, -1.29, -2.57], [-0.98, -1.62, -3.77], [-1.52, -1.21, -5.02], [-0.74, -1.79, -0.93], [-1.15, -3.51, -0.56], [-0.37, -4.76, -0.44], [-0.99, -5.93, -0.17], [-2.48, -6.00, -0.22], [-3.29, -5.01, -0.60], [-2.76, -3.56, -0.76], [-3.08, -0.11, -6.08], [-4.14, 0.46, -3.95], [-3.23, -0.16, -1.72], [-0.09, -2.25, -3.81], [-0.99, -1.54, -5.92], [-1.79, 0.87, -0.80], [0.73, -4.70, -0.55], [-0.40, -6.81, 0.01], [-2.89, -6.94, 0.03], [-4.35, -5.07, -0.46], [-3.14, -3.08, -1.70], [5.72, -1.47, -3.25], [6.00, -1.37, -1.13], [3.89, -1.28, -0.65], [4.68, -1.21, -3.49], [6.07, -2.43, -3.58], [6.38, -0.74, -3.73], [3.52, -0.32, -0.93], [3.72, -1.50, 0.40], [3.38, -2.00, -1.24], [-0.45, -0.97, 4.20], [0.93, -1.06, 3.44], [1.94, -0.09, 4.07], [1.42, -2.54, 3.39], [0.86, -0.70, 2.06], [-0.28, -1.13, 5.26], [-1.23, -1.66, 3.76], [-0.86, 0.05, 4.09], [2.29, -0.34, 5.09], [1.45, 0.91, 4.04], [2.83, -0.05, 3.39], [1.42, -2.94, 4.39], [2.44, -2.62, 3.00], [0.81, -3.21, 2.78]], "lumo_ev": [-1.8, -1.7], "e_homo_ev": [-7.256, -7.464], "multiplicity": 3, "relative_energy_kcal_mol": 16.1}

---

3.
{"formula": "C3H4S2", "method": "the ωB97M-V functional and the def2-TZVPD basis", "species": ["C", "C", "C", "H", "H", "H", "H", "S", "S"], "xyz": [[1.66, -0.34, 1.14], [0.65, -0.24, 0.11], [-1.51, 0.59, -1.15], [2.35, -1.25, 1.43], [1.59, 0.28, 1.94], [0.38, -1.03, -0.53], [-1.42, -0.19, -2.14], [-0.62, 0.98, 0.12], [-3.07, 1.19, -0.93]], "lumo_ev": -0.6, "e_homo_ev": -8.358, "relative_energy_kcal_mol": 62.6}

---

4.
{"formula": "C18H30Cl4N", "method": "the ωB97M-V functional and the def2-TZVPD basis", "species": ["C", "C", "C", "C", "C", "C", "C", "C", "C", "C", "C", "C", "C", "C", "C", "C", "N", "C", "H", "H", "H", "H", "H", "H", "H", "H", "H", "H", "H", "H", "H", "H", "H", "H", "H", "H", "H", "H", "H", "H", "H", "H", "H", "H", "H", "H", "H", "H", "C", "Cl", "Cl", "Cl", "Cl"], "xyz": [[-2.12, 3.09, 4.24], [-2.09, 1.63, 3.81], [-1.01, 1.34, 2.76], [-1.07, -0.12, 2.26], [0.26, -0.88, 2.29], [1.50, -0.09, 1.85], [1.33, 0.73, 0.56], [2.12, 0.12, -0.60], [1.78, 0.64, -2.02], [1.14, 2.03, -2.14], [-0.39, 2.08, -2.13], [-1.06, 1.29, -3.26], [-1.30, -0.18, -3.03], [-1.28, -0.80, -1.78], [-1.49, -2.17, -1.63], [-1.72, -2.92, -2.75], [-1.76, -2.31, -3.94], [-1.55, -1.00, -4.10], [-1.10, 3.48, 4.27], [-2.70, 3.69, 3.55], [-2.52, 3.21, 5.25], [-1.90, 0.97, 4.66], [-3.06, 1.33, 3.40], [-1.23, 2.00, 1.91], [-0.04, 1.60, 3.16], [-1.82, -0.66, 2.83], [-1.45, -0.11, 1.23], [0.43, -1.21, 3.31], [0.17, -1.80, 1.70], [1.87, 0.52, 2.67], [2.29, -0.82, 1.67], [0.28, 0.77, 0.27], [1.67, 1.75, 0.72], [3.19, 0.24, -0.42], [1.92, -0.95, -0.59], [2.71, 0.67, -2.59], [1.17, -0.12, -2.52], [1.54, 2.68, -1.37], [1.46, 2.46, -3.09], [-0.69, 3.12, -2.24], [-0.81, 1.77, -1.17], [-0.51, 1.42, -4.20], [-2.04, 1.73, -3.43], [-1.08, -0.23, -0.88], [-1.45, -2.62, -0.66], [-1.89, -3.99, -2.71], [-1.93, -2.88, -4.76], [-1.59, -0.63, -5.12], [3.56, -3.98, 0.96], [2.60, -3.49, -0.45], [4.66, -2.68, 1.40], [2.47, -4.32, 2.31], [4.48, -5.43, 0.55]], "charge": 1, "lumo_ev": -4.3, "e_homo_ev": -12.895, "relative_energy_kcal_mol": 0.0}

---

5.
{"formula": "C37H35N8OReSSe2", "method": "the ωB97M-V functional and the def2-TZVPD basis", "species": ["Re", "S", "C", "N", "N", "C", "C", "C", "C", "C", "C", "N", "N", "C", "C", "C", "C", "C", "C", "H", "H", "H", "H", "H", "H", "H", "H", "H", "H", "H", "C", "Se", "C", "C", "Se", "C", "H", "H", "H", "H", "H", "H", "H", "H", "H", "H", "C", "O", "C", "C", "C", "C", "C", "C", "C", "N", "C", "C", "N", "C", "C", "C", "C", "N", "C", "C", "N", "C", "C", "C", "C", "H", "H", "H", "H", "H", "H", "H", "H", "H", "H", "H", "H", "H", "H"], "xyz": [[-0.20, 0.57, 1.77], [-0.59, 2.33, 3.36], [-2.19, 2.69, 2.74], [-3.13, 3.33, 3.42], [-2.84, 3.69, 4.62], [-3.71, 4.38, 5.44], [-5.00, 4.72, 5.01], [-5.82, 5.39, 5.89], [-5.37, 5.72, 7.17], [-4.08, 5.39, 7.58], [-3.24, 4.72, 6.72], [-2.50, 2.43, 1.46], [-1.69, 1.67, 0.80], [-1.75, 1.93, -0.62], [-1.86, 3.25, -1.04], [-1.90, 3.52, -2.40], [-1.85, 2.49, -3.32], [-1.77, 1.17, -2.89], [-1.72, 0.89, -1.53], [-1.90, 3.51, 4.99], [-5.33, 4.47, 4.01], [-6.82, 5.66, 5.58], [-6.03, 6.25, 7.85], [-3.74, 5.66, 8.57], [-2.23, 4.47, 7.02], [-1.89, 4.05, -0.32], [-1.99, 4.55, -2.73], [-1.88, 2.71, -4.38], [-1.77, 0.36, -3.61], [-1.74, -0.14, -1.21], [2.14, 0.90, 4.65], [1.95, -0.19, 3.05], [1.33, -1.86, 3.86], [0.09, -1.68, 4.69], [-1.44, -1.01, 3.66], [-2.31, -0.07, 5.11], [1.20, 0.99, 5.17], [2.49, 1.87, 4.32], [2.90, 0.43, 5.27], [2.15, -2.24, 4.46], [1.18, -2.53, 3.02], [0.23, -0.99, 5.52], [-0.23, -2.64, 5.09], [-2.46, -0.80, 5.90], [-3.28, 0.27, 4.75], [-1.70, 0.76, 5.44], [3.76, -6.11, -9.52], [4.41, -4.98, -8.93], [3.92, -4.50, -7.78], [4.58, -3.38, -7.25], [4.13, -2.81, -6.09], [3.02, -3.34, -5.41], [2.39, -4.47, -5.93], [2.83, -5.05, -7.10], [2.51, -2.74, -4.20], [1.47, -3.17, -3.49], [1.35, -2.29, -2.47], [2.30, -1.29, -2.53], [3.04, -1.60, -3.65], [2.33, -0.19, -1.64], [3.22, 0.90, -1.67], [3.07, 1.93, -0.77], [2.05, 1.88, 0.17], [1.20, 0.85, 0.23], [1.34, -0.19, -0.64], [0.40, -1.26, -0.50], [-0.51, -1.15, 0.51], [-1.52, -2.03, 0.55], [-1.61, -3.09, -0.35], [-0.66, -3.25, -1.33], [0.37, -2.30, -1.44], [4.31, -6.32, -10.42], [2.73, -5.88, -9.75], [3.81, -6.97, -8.85], [5.43, -2.99, -7.79], [4.66, -1.95, -5.71], [1.55, -4.89, -5.40], [2.33, -5.93, -7.49], [3.85, -1.11, -4.00], [4.01, 0.94, -2.40], [3.74, 2.78, -0.78], [1.88, 2.69, 0.87], [-2.28, -1.89, 1.30], [-2.44, -3.78, -0.26], [-0.69, -4.07, -2.03]], "charge": 3, "lumo_ev": [-8.7, -10.3], "e_homo_ev": [-13.480, -13.475], "multiplicity": 4, "relative_energy_kcal_mol": 0.0}

---

6.
{"formula": "C6H24NO6", "method": "the ωB97M-V functional and the def2-TZVPD basis", "species": ["C", "C", "C", "C", "C", "C", "N", "H", "H", "H", "H", "H", "H", "H", "H", "H", "H", "H", "H", "H", "H", "O", "H", "H", "O", "H", "H", "O", "H", "H", "O", "H", "H", "O", "H", "H", "O"], "xyz": [[0.15, -0.41, 0.00], [-0.07, -1.67, -0.96], [-0.60, -1.35, -2.36], [-1.83, -1.66, -2.63], [0.06, 0.56, -3.93], [0.32, -0.66, -3.32], [-1.11, -0.26, 0.73], [0.26, 0.45, -0.61], [0.97, -0.71, 0.66], [-0.70, -2.35, -0.34], [0.94, -2.12, -1.05], [-2.62, -2.18, -2.04], [-2.37, -1.35, -3.48], [-0.87, 1.13, -3.94], [0.93, 0.91, -4.47], [1.12, -1.28, -3.50], [-1.75, -1.18, 0.81], [-1.84, 0.48, 0.19], [-0.97, 0.16, 1.63], [4.70, 0.15, -0.64], [4.69, -1.32, -0.26], [4.14, -0.59, -0.51], [1.68, 0.08, 4.17], [2.50, 0.00, 2.76], [1.61, -0.19, 3.26], [-3.48, 1.66, 1.28], [-2.85, 2.53, 0.07], [-3.01, 1.57, 0.34], [-3.83, -1.29, 2.34], [-3.97, 0.10, 3.11], [-3.34, -0.38, 2.49], [4.13, 1.56, 1.26], [2.56, 1.71, 1.19], [3.29, 1.59, 1.67], [0.50, 1.59, 2.29], [-0.65, 2.58, 2.03], [-0.12, 1.95, 1.57]], "charge": 1, "lumo_ev": -3.0, "e_homo_ev": -11.889, "relative_energy_kcal_mol": 42.1}

---

7.
{"formula": "C2H3BrNP", "method": "the ωB97M-V functional and the def2-TZVPD basis", "species": ["C", "C", "N", "P", "Br", "H", "H", "H"], "xyz": [[0.59, -0.91, 1.21], [-0.03, 0.31, 1.35], [1.11, -1.96, 1.25], [-0.74, 0.63, -1.73], [0.98, 0.34, -3.02], [-0.81, 0.60, 2.06], [0.59, 1.26, 1.34], [-1.69, -0.27, -2.47]], "lumo_ev": [-1.6, -1.6], "e_homo_ev": [-8.738, -9.469], "relative_energy_kcal_mol": 60.4}

---

8.
{"formula": "C3H4EuO", "method": "the ωB97M-V functional and the def2-TZVPD basis", "species": ["C", "C", "C", "O", "Eu", "H", "H", "H", "H"], "xyz": [[0.83, -0.55, -0.44], [0.04, -0.91, 0.82], [-0.26, 0.34, 0.16], [-1.13, 1.15, -0.09], [-1.52, 3.34, -1.38], [0.62, -1.10, -1.36], [1.84, -0.16, -0.34], [-0.69, -1.72, 0.78], [0.26, -0.39, 1.84]], "charge": 2, "lumo_ev": [-10.1, -9.9], "e_homo_ev": [-17.028, -17.040], "multiplicity": 8, "relative_energy_kcal_mol": 10.4}

---

9.
{"formula": "C4H9N3", "method": "the ωB97M-V functional and the def2-TZVPD basis", "species": ["C", "C", "N", "C", "N", "H", "H", "H", "H", "H", "H", "H", "H", "C", "N", "H"], "xyz": [[-1.13, -0.35, 1.01], [-0.26, 0.24, -0.04], [-0.41, 1.63, -0.15], [0.06, -0.60, -1.32], [1.07, -0.19, -0.34], [-1.05, -1.40, 1.08], [-0.98, 0.15, 1.99], [-2.03, 0.00, 0.64], [-0.30, 1.93, -1.15], [-1.31, 1.91, 0.09], [-0.15, -1.61, -1.32], [0.24, -0.28, -2.30], [1.45, -0.93, 0.35], [3.86, 0.22, 0.30], [4.55, -0.53, 0.85], [3.09, 0.84, -0.28]], "lumo_ev": 0.8, "e_homo_ev": -9.185, "relative_energy_kcal_mol": 65.1, "smiles": "C[C@]1(N)CN1.C#N"}

---

10.
{"formula": "C18H20AgN2S", "method": "the ωB97M-V functional and the def2-TZVPD basis", "species": ["Ag", "S", "C", "C", "C", "C", "C", "C", "H", "H", "H", "H", "H", "N", "C", "N", "C", "C", "C", "C", "C", "H", "H", "H", "H", "H", "H", "H", "H", "H", "H", "C", "C", "C", "C", "C", "C", "H", "H", "H", "H", "H"], "xyz": [[-0.66, 0.66, -0.48], [0.90, 1.92, -1.96], [0.76, 3.62, -1.52], [-0.38, 4.17, -0.92], [-0.47, 5.53, -0.62], [0.58, 6.39, -0.91], [1.73, 5.86, -1.50], [1.82, 4.51, -1.80], [-1.21, 3.51, -0.69], [-1.37, 5.91, -0.16], [0.51, 7.45, -0.68], [2.57, 6.51, -1.72], [2.72, 4.11, -2.25], [0.57, -1.43, -1.24], [0.47, -1.78, -2.34], [0.33, -2.18, -3.60], [1.47, -2.44, -4.47], [1.40, -3.87, -5.00], [0.04, -4.15, -5.64], [-1.10, -3.84, -4.66], [-1.00, -2.40, -4.19], [2.38, -2.26, -3.90], [1.45, -1.73, -5.30], [1.57, -4.56, -4.16], [2.21, -4.02, -5.72], [-0.01, -5.19, -5.97], [-0.07, -3.52, -6.53], [-1.02, -4.50, -3.79], [-2.07, -4.01, -5.13], [-1.75, -2.15, -3.45], [-1.11, -1.72, -5.04], [-4.23, -1.13, 2.53], [-3.79, -1.84, 1.42], [-2.80, -1.31, 0.60], [-2.21, -0.05, 0.82], [-2.70, 0.64, 1.94], [-3.68, 0.12, 2.78], [-5.00, -1.54, 3.18], [-4.21, -2.82, 1.20], [-2.46, -1.91, -0.25], [-2.30, 1.63, 2.17], [-4.02, 0.69, 3.64]], "charge": -1, "lumo_ev": 2.6, "e_homo_ev": -3.669, "relative_energy_kcal_mol": 0.0}

---

11.
{"formula": "C5H9BrN3O2", "method": "the ωB97M-V functional and the def2-TZVPD basis", "species": ["C", "N", "C", "N", "O", "O", "C", "Br", "C", "N", "C", "H", "H", "H", "H", "H", "H", "H", "H", "H"], "xyz": [[-1.24, 0.35, -1.59], [-0.46, 0.37, -0.47], [1.05, 0.59, -0.80], [1.42, 1.89, 0.04], [2.03, 2.78, -0.51], [0.84, 1.86, 1.09], [1.80, -0.55, -0.03], [3.48, -1.10, -0.14], [0.82, -1.30, 0.54], [-0.54, -0.79, 0.36], [-1.37, -0.53, 1.60], [-2.28, 0.26, -1.17], [-1.14, 1.30, -2.11], [-1.07, -0.61, -2.04], [1.30, 0.59, -1.87], [1.03, -1.92, 1.38], [-0.99, -1.53, -0.14], [-1.05, 0.32, 2.09], [-2.44, -0.51, 1.49], [-1.18, -1.46, 2.27]], "charge": 1, "lumo_ev": -4.0, "e_homo_ev": -14.160, "relative_energy_kcal_mol": 122.2, "smiles": "CN1[C@@H]([N+](=O)[O-])C(Br)=C[N@H+]1C"}

---

Number 1: molar mass 781.018 g mol⁻¹, largest force on an atom 0.0098 Eh/bohr. Number 2: molar mass 1148.393 g mol⁻¹, largest force on an atom 0.0632 Eh/bohr. Number 3: molar mass 104.199 g mol⁻¹, largest force on an atom 0.1301 Eh/bohr. Number 4: molar mass 402.257 g mol⁻¹, largest force on an atom 0.0147 Eh/bohr. Number 5: molar mass 983.936 g mol⁻¹, largest force on an atom 0.0158 Eh/bohr. Number 6: molar mass 206.259 g mol⁻¹, largest force on an atom 0.1091 Eh/bohr. Number 7: molar mass 151.931 g mol⁻¹, largest force on an atom 0.0615 Eh/bohr. Number 8: molar mass 208.028 g mol⁻¹, largest force on an atom 0.0957 Eh/bohr. Number 9: molar mass 99.137 g mol⁻¹, largest force on an atom 0.0580 Eh/bohr. Number 10: molar mass 404.307 g mol⁻¹, largest force on an atom 0.0114 Eh/bohr. Number 11: molar mass 223.050 g mol⁻¹, largest force on an atom 0.1197 Eh/bohr.